[1]
{"formula": "C4H12O", "method": "the ωB97M-V functional and the def2-TZVPD basis", "elements": ["C", "C", "O", "H", "H", "H", "H", "H", "H", "C", "C", "H", "H", "H", "H", "H", "H"], "xyz": [[0.6838, 2.8624, 0.6866], [1.0393, 1.3897, 0.9151], [0.8997, 0.5915, -0.2917], [-0.2013, 2.9078, -0.1199], [1.5750, 3.2879, 0.1390], [0.5883, 3.2761, 1.5791], [2.2003, 1.3572, 1.0447], [0.5908, 0.7704, 1.7292], [-0.0131, 0.3753, -0.2668], [-1.6142, -2.1168, -1.0420], [-0.2568, -2.0925, -0.2771], [-1.4808, -1.7909, -2.1377], [-1.9341, -3.1212, -1.1393], [-2.2526, -1.4529, -0.5831], [0.1789, -3.0436, -0.2195], [-0.4422, -1.7572, 0.7652], [0.4392, -1.4431, -0.7818]], "forces_ev_per_angstrom": [[0.11, -2.73, -6.14], [3.08, -1.21, -0.84], [0.77, 1.32, 0.72], [1.56, 0.24, 2.33], [-1.05, -0.18, 0.63], [-1.05, 2.50, 3.71], [-2.03, -0.02, 0.38], [0.02, 1.15, -0.23], [-1.27, -0.52, -0.50], [3.10, -0.18, -2.51], [-1.44, 1.07, -0.01], [-0.09, -0.23, 1.58], [-0.98, -0.84, 0.33], [-1.94, 1.08, 0.85], [0.59, -1.46, 0.04], [0.35, -0.06, -0.56], [0.26, 0.05, 0.22]], "spin_multiplicity": 1, "homo_lumo_gap_ev": 11.27, "smiles": "CCO.CC", "e_homo_ev": -10.28, "lumo_energy_ev": 1.00}

[2]
{"formula": "C48H84N12", "method": "the ωB97M-V functional and the def2-TZVPD basis", "elements": ["C", "C", "C", "C", "N", "H", "H", "H", "H", "H", "H", "H", "C", "C", "C", "C", "N", "H", "H", "H", "H", "H", "H", "H", "C", "C", "C", "C", "N", "H", "H", "H", "H", "H", "H", "H", "C", "C", "C", "C", "N", "H", "H", "H", "H", "H", "H", "H", "C", "C", "C", "C", "N", "H", "H", "H", "H", "H", "H", "H", "C", "C", "C", "C", "N", "H", "H", "H", "H", "H", "H", "H", "C", "C", "C", "C", "N", "H", "H", "H", "H", "H", "H", "H", "C", "C", "C", "C", "N", "H", "H", "H", "H", "H", "H", "H", "C", "C", "C", "C", "N", "H", "H", "H", "H", "H", "H", "H", "C", "C", "C", "C", "N", "H", "H", "H", "H", "H", "H", "H", "C", "C", "C", "C", "N", "H", "H", "H", "H", "H", "H", "H", "C", "C", "C", "C", "N", "H", "H", "H", "H", "H", "H", "H"], "xyz": [[-1.6374, 7.2892, -2.7017], [-0.4049, 7.1572, -3.5010], [0.8273, 6.7453, -2.5881], [0.6200, 5.3770, -1.9768], [0.4437, 4.3121, -1.5581], [-1.6067, 8.1571, -2.0430], [-1.6839, 6.4592, -1.9967], [-2.5122, 7.2715, -3.3517], [-0.1690, 8.0028, -4.1470], [-0.5169, 6.2987, -4.1631], [1.0626, 7.3295, -1.6984], [1.6991, 6.6282, -3.2317], [-0.4205, 3.7658, 6.8786], [0.1728, 3.7506, 5.4085], [-0.8972, 3.6317, 4.3116], [-1.5098, 2.3061, 4.2003], [-1.8974, 1.2138, 4.0380], [-0.9287, 4.7041, 7.1007], [0.2819, 3.7951, 7.7117], [-1.0404, 2.9287, 7.1996], [0.7348, 2.8309, 5.2460], [0.7709, 4.6128, 5.1135], [-0.4382, 3.7308, 3.3280], [-1.7786, 4.2609, 4.4350], [0.0312, -0.2828, -1.0521], [-0.5869, 1.0475, -0.6999], [-0.6696, 1.3592, 0.8054], [0.4628, 1.0190, 1.6611], [1.3337, 0.7123, 2.3501], [-0.3342, -1.0066, -0.3236], [1.1197, -0.2326, -1.0771], [-0.3383, -0.6072, -2.0249], [-1.5844, 1.0647, -1.1389], [-0.0631, 1.8223, -1.2597], [-1.5374, 0.7652, 1.0919], [-0.8440, 2.4225, 0.9704], [0.8680, -2.5617, -4.4685], [0.1823, -2.2494, -5.7608], [0.4563, -3.3536, -6.8145], [0.0057, -4.6642, -6.5101], [-0.3968, -5.7553, -6.3204], [1.2133, -1.6890, -3.9141], [1.7380, -3.2011, -4.6178], [0.1851, -3.0733, -3.7902], [0.7533, -1.3931, -6.1198], [-0.8734, -2.0525, -5.5742], [1.5125, -3.6111, -6.8927], [0.0556, -3.0426, -7.7793], [3.6526, 0.9044, 4.5674], [4.3773, -0.3873, 4.2185], [5.9274, -0.1776, 3.9874], [6.2951, 0.9532, 3.1151], [6.4975, 1.8742, 2.4630], [4.2559, 1.4551, 5.2891], [2.7405, 0.6425, 5.1036], [3.4181, 1.5321, 3.7077], [3.8176, -0.9463, 3.4685], [4.3792, -0.9527, 5.1504], [6.4407, -1.1016, 3.7213], [6.3257, 0.0986, 4.9637], [-5.9336, 0.2377, -1.7768], [-6.0036, -1.2445, -1.2520], [-5.2430, -2.1742, -2.2139], [-3.8203, -1.9337, -2.1251], [-2.6522, -1.7788, -2.0238], [-5.0018, 0.6651, -1.4065], [-6.7158, 0.8150, -1.2839], [-6.0504, 0.1852, -2.8592], [-7.0625, -1.4678, -1.1218], [-5.4909, -1.2343, -0.2902], [-5.4718, -2.2569, -3.2764], [-5.4128, -3.1816, -1.8339], [0.0749, -3.7647, -0.7708], [0.7668, -5.1575, -1.0252], [-0.1620, -6.2655, -0.4808], [-0.3070, -6.1472, 1.0443], [-0.3903, -6.0921, 2.1891], [0.0250, -3.6748, 0.3144], [-0.8281, -3.7871, -1.3807], [0.7312, -3.0095, -1.2035], [1.6472, -5.3050, -0.3997], [1.0675, -5.2063, -2.0718], [0.2173, -7.2847, -0.5542], [-1.1409, -6.1560, -0.9476], [-4.9151, -0.6574, 3.8644], [-4.4523, -0.7515, 2.4195], [-4.5381, 0.5339, 1.6887], [-5.7518, 1.2932, 1.7879], [-6.7564, 1.9120, 1.7447], [-5.9285, -0.3425, 4.1133], [-4.1876, -0.0428, 4.3946], [-4.8982, -1.6851, 4.2270], [-5.2023, -1.4185, 1.9944], [-3.5066, -1.2759, 2.2823], [-4.0431, 0.5216, 0.7176], [-3.8880, 1.2983, 2.1143], [3.5767, 1.7215, -1.5716], [3.3993, 2.2525, -0.1209], [4.4183, 3.3287, 0.2757], [4.1891, 4.6718, -0.2410], [4.1069, 5.7334, -0.7172], [3.3302, 2.4121, -2.3780], [2.8574, 0.9075, -1.6612], [4.4360, 1.0677, -1.7203], [3.5559, 1.4217, 0.5671], [2.4335, 2.7559, -0.0775], [5.3905, 3.1321, -0.1761], [4.4692, 3.3294, 1.3646], [3.9879, -3.0823, 1.1865], [4.6899, -2.2703, 0.1293], [3.9995, -2.4039, -1.2455], [3.9978, -3.7556, -1.8350], [4.0654, -4.7995, -2.2616], [4.3692, -2.7266, 2.1436], [4.1872, -4.1432, 1.0355], [2.9094, -2.9541, 1.0947], [5.7192, -2.6098, 0.0133], [4.6064, -1.2119, 0.3760], [4.4701, -1.7290, -1.9604], [2.9532, -2.1718, -1.0469], [-3.0891, 1.7189, -3.8769], [-3.8388, 1.6910, -5.2509], [-3.0733, 1.0035, -6.4368], [-1.7072, 1.2715, -6.7251], [-0.6484, 1.5757, -6.9604], [-2.0417, 2.0164, -3.9281], [-3.0896, 0.8096, -3.2758], [-3.6209, 2.4372, -3.2529], [-3.9295, 2.7013, -5.6500], [-4.8492, 1.3027, -5.1227], [-3.6389, 1.1961, -7.3484], [-3.1824, -0.0811, -6.4327], [0.9095, -1.7977, 4.4135], [0.1701, -3.1460, 4.4791], [1.0304, -4.3493, 5.0248], [2.4720, -4.3728, 4.7358], [3.5963, -4.4045, 4.5365], [1.5332, -1.5823, 5.2811], [0.0737, -1.0993, 4.4533], [1.4598, -1.5916, 3.4954], [-0.3180, -3.3799, 3.5330], [-0.6153, -3.1251, 5.2346], [0.6398, -5.3102, 4.6899], [0.8764, -4.4178, 6.1017]], "forces_ev_per_angstrom": [[-0.69, 0.15, 0.86], [1.83, -1.14, 0.38], [-0.54, -1.33, -0.17], [-0.26, -0.22, -0.50], [0.18, 1.08, -0.25], [-0.26, 0.34, -0.29], [-0.32, -0.29, -0.17], [-0.15, 0.23, 0.32], [0.12, 0.15, 0.32], [0.00, 0.01, -0.24], [-0.05, 0.71, -0.44], [0.22, 0.25, 0.27], [0.61, 0.83, -0.10], [-1.06, -1.00, 0.80], [-0.88, -0.60, 0.02], [-0.38, -2.94, -0.11], [0.60, 2.38, 0.37], [-0.58, -0.03, -0.50], [0.95, -0.19, -0.53], [-0.32, -0.09, -0.84], [0.60, 0.21, 0.33], [0.11, -0.01, 0.64], [0.00, 0.63, -0.04], [0.37, 0.74, -0.12], [-0.36, -0.23, 0.19], [0.80, 0.71, -0.91], [-0.45, -0.03, -0.63], [0.35, -0.62, -0.08], [-0.29, 0.28, -0.37], [0.34, -0.38, -0.08], [0.00, -0.17, 0.24], [0.17, -0.04, 0.03], [-0.31, 0.07, 0.44], [0.12, 0.24, 0.30], [0.05, 0.21, 0.84], [-0.38, 0.01, -0.08], [0.04, -0.69, 1.44], [1.38, -0.17, -0.47], [0.11, 0.88, 0.06], [-2.85, -4.47, 0.89], [1.28, 3.09, -0.40], [-0.09, 0.22, -0.19], [0.07, -0.05, 0.04], [0.10, -0.27, 0.10], [-0.81, 0.39, -0.48], [0.06, 0.15, -0.50], [0.51, 1.11, -0.28], [0.18, -0.16, -0.12], [0.16, -0.02, 0.26], [0.84, 0.43, 0.57], [-0.74, 0.24, 0.16], [-0.55, -0.73, 0.06], [0.14, 0.18, -0.17], [0.10, 0.27, -0.06], [-0.24, 0.13, -0.29], [0.03, -0.07, 0.11], [0.46, -0.01, -0.19], [-0.19, -0.51, -0.21], [-0.08, 0.10, -0.33], [0.06, -0.02, 0.12], [-0.20, -1.21, 1.10], [0.06, 2.03, -1.06], [-0.34, -0.99, 0.94], [4.40, 0.43, 0.43], [-3.86, -0.37, -0.39], [0.19, 0.16, -0.73], [-0.13, 0.08, -0.35], [0.15, 0.64, 0.05], [0.23, -0.61, -0.08], [-0.24, -0.49, 0.06], [-0.63, 0.66, 0.04], [0.22, -0.30, -0.06], [1.74, -1.76, -0.78], [-0.34, 0.46, 1.27], [-0.11, 0.26, 1.20], [-0.09, 0.22, -1.59], [0.04, 0.05, -0.08], [-0.72, 0.53, -0.18], [-0.38, 0.40, 0.68], [-0.11, 0.23, 0.24], [0.45, 0.60, -0.32], [-0.27, -0.65, 0.06], [0.01, 0.04, -0.67], [-0.14, -0.40, 0.21], [1.10, -0.60, 0.66], [-2.06, -1.05, 0.22], [2.05, 1.80, 0.08], [-4.35, 1.49, -1.31], [3.10, -1.79, 0.40], [-0.01, 0.46, -0.77], [-0.18, -0.11, 0.43], [0.33, 0.03, 0.45], [0.05, -0.24, -0.58], [0.17, 0.43, 0.28], [-0.90, -0.26, -0.64], [0.79, -0.20, 0.82], [-1.02, -1.20, 0.87], [0.81, 0.64, -1.60], [0.28, -0.08, -0.20], [-0.55, 2.08, -0.91], [-0.05, -1.84, 0.87], [0.53, 0.12, 0.14], [-0.77, 0.16, -0.13], [0.87, 0.95, -0.08], [-0.55, 0.12, 0.10], [-0.34, -0.64, 0.41], [0.30, -0.56, 0.55], [0.41, 0.32, -0.09], [0.24, -0.03, -0.14], [-0.29, -0.42, -1.05], [-0.11, -0.34, 0.27], [0.37, 2.52, 1.35], [-0.02, -2.31, -1.01], [-0.38, -0.52, 0.23], [0.08, -0.04, 0.31], [-0.13, 0.17, 0.36], [0.18, 0.42, 0.23], [0.43, 0.08, 0.02], [-0.34, 0.10, -0.09], [-0.12, 0.43, -0.47], [-0.59, 0.25, -0.26], [2.00, 0.17, 0.00], [-2.41, -1.55, 0.02], [-1.78, 0.31, 0.98], [2.88, 0.56, -0.63], [-0.06, 0.22, -0.35], [-0.23, -0.44, -0.50], [0.14, 0.22, 0.06], [-0.22, 0.30, 0.59], [0.17, -0.26, -0.28], [0.00, 0.48, -0.16], [0.15, -0.30, 0.57], [-1.25, -0.06, 0.17], [1.23, -0.83, 0.69], [-0.34, -0.19, -0.36], [-1.22, 0.31, 0.22], [0.83, 0.06, -0.20], [0.10, -0.25, 0.02], [0.28, 0.59, -0.16], [0.02, -0.33, 0.10], [0.27, -0.13, -0.06], [-0.22, 0.46, -0.19], [-0.13, 0.04, -0.40], [0.42, 0.30, 0.14]], "spin_multiplicity": 1, "homo_lumo_gap_ev": 11.12, "smiles": "CCCC#N.CCCC#N.CCCC#N.CCCC#N.CCCC#N.CCCC#N.CCCC#N.CCCC#N.CCCC#N.CCCC#N.CCCC#N.CCCC#N", "e_homo_ev": -10.98, "lumo_energy_ev": 0.14}

[3]
{"formula": "C22H36NY", "method": "the ωB97M-V functional and the def2-TZVPD basis", "elements": ["C", "H", "H", "H", "C", "H", "H", "C", "H", "H", "H", "C", "C", "C", "C", "C", "C", "C", "C", "C", "C", "Y", "H", "H", "H", "H", "H", "H", "H", "H", "H", "H", "H", "H", "H", "H", "H", "C", "N", "C", "C", "C", "C", "C", "C", "C", "C", "H", "H", "H", "H", "H", "H", "H", "H", "H", "H", "H", "H", "H"], "xyz": [[-2.2593, 1.6662, 0.3255], [-3.1471, 2.1235, 0.7534], [-1.4201, 2.3842, 0.4667], [-2.0516, 0.7058, 1.0952], [-2.5074, 1.2977, -1.1553], [-1.5378, 1.2495, -1.7411], [-2.9673, 0.2918, -1.2259], [-3.4121, 2.3491, -1.8387], [-3.6811, 2.0253, -2.8485], [-4.3264, 2.4678, -1.2407], [-2.8969, 3.3187, -1.9063], [1.8670, -0.4544, -0.1483], [1.5787, 0.2179, -1.3744], [1.2336, 1.5738, -1.0685], [1.3461, 1.7450, 0.3520], [1.7117, 0.4816, 0.9232], [2.0620, 0.2337, 2.3429], [1.2806, 3.0350, 1.0811], [0.9768, 2.6535, -2.0535], [1.7452, -0.3690, -2.7250], [2.3099, -1.8654, -0.0262], [-0.6528, 0.2081, -0.0576], [1.2161, 2.8773, 2.1644], [2.1854, 3.6365, 0.8948], [0.4193, 3.6441, 0.7760], [1.5673, 0.9481, 3.0098], [1.7810, -0.7781, 2.6627], [3.1484, 0.3304, 2.5019], [1.7374, -2.5309, -0.6861], [3.3728, -1.9699, -0.2960], [2.1965, -2.2365, 0.9986], [1.1832, 0.1905, -3.4808], [2.8024, -0.3725, -3.0368], [1.4028, -1.4104, -2.7543], [0.1722, 3.3269, -1.7236], [1.8722, 3.2780, -2.2125], [0.6899, 2.2453, -3.0309], [0.0176, -3.4912, 2.5234], [-1.4712, -3.5017, 2.5151], [-2.0476, -3.4769, 3.8883], [-2.0564, -2.4014, 1.5977], [-1.8754, -2.8148, 0.1614], [-2.2676, -4.1103, -0.2418], [-2.0289, -4.5086, -1.5603], [-1.4550, -3.6354, -2.4908], [-1.1268, -2.3229, -2.0970], [-1.3303, -1.9607, -0.7813], [0.3660, -2.5171, 2.8906], [0.3829, -3.6737, 1.5086], [0.3615, -4.2865, 3.1942], [-1.7409, -4.4124, 2.1121], [-1.7822, -2.5325, 4.3754], [-3.1355, -3.5670, 3.8022], [-1.6438, -4.3281, 4.4475], [-3.1148, -2.3144, 1.8939], [-1.5537, -1.4608, 1.9137], [-2.7586, -4.7889, 0.4726], [-2.3134, -5.5167, -1.8667], [-1.2684, -3.9528, -3.5210], [-0.7324, -1.6072, -2.8280]], "forces_ev_per_angstrom": [[-1.71, 0.35, 2.55], [0.03, 0.09, -0.05], [-0.30, -0.27, 0.09], [-2.45, 3.09, -0.57], [-0.44, -0.05, -0.79], [-0.73, 0.35, 0.02], [0.10, 0.37, -0.02], [0.24, -0.03, 0.32], [0.08, 0.03, 0.23], [0.22, 0.01, -0.31], [-0.20, -0.29, 0.05], [-0.52, 0.75, -0.32], [0.14, 0.15, 0.97], [0.26, -0.63, 0.69], [0.24, -0.89, -0.31], [-0.11, 0.43, -1.10], [0.12, -0.08, 0.63], [-0.07, 0.60, 0.34], [-0.13, 0.60, -0.48], [0.01, -0.35, -0.61], [0.26, -0.62, -0.05], [5.35, -3.32, -1.85], [-0.01, 0.14, -0.23], [-0.30, -0.16, 0.05], [0.22, 0.05, 0.07], [0.14, -0.15, -0.02], [0.13, 0.17, 0.01], [-0.34, -0.04, -0.01], [0.15, 0.12, 0.09], [-0.28, 0.00, 0.10], [0.12, 0.07, -0.16], [0.14, -0.13, 0.04], [-0.31, 0.08, 0.13], [0.16, 0.19, -0.03], [0.21, -0.03, -0.11], [-0.29, -0.21, 0.06], [0.07, 0.16, 0.19], [0.30, -0.03, 0.07], [-0.24, 0.12, -0.19], [-0.13, 0.06, 0.21], [-0.18, -0.88, 0.61], [-0.21, -1.16, -0.78], [0.13, 0.38, 0.16], [-0.12, -0.20, 0.15], [0.16, 0.60, -0.09], [-0.57, -1.51, -0.58], [0.66, 2.06, 1.19], [-0.14, -0.30, -0.06], [-0.12, 0.09, 0.19], [-0.03, 0.23, -0.19], [0.01, 0.50, -0.11], [-0.03, -0.25, -0.08], [0.25, 0.03, 0.11], [-0.11, 0.29, -0.07], [0.33, -0.04, -0.11], [-0.09, -0.47, -0.19], [0.10, 0.06, -0.52], [0.10, 0.31, 0.06], [-0.15, -0.04, 0.41], [-0.12, -0.39, 0.20]], "total_charge": 2, "spin_multiplicity": 1, "homo_lumo_gap_ev": 6.94, "e_homo_ev": -13.74, "lumo_energy_ev": -6.81}

[4]
{"formula": "C2H5Cl2N2", "method": "the ωB97M-V functional and the def2-TZVPD basis", "elements": ["C", "C", "N", "N", "Cl", "Cl", "H", "H", "H", "H", "H"], "xyz": [[0.6685, 0.0155, -0.5242], [-1.2830, -0.6165, 1.3240], [1.3132, 0.5262, -1.5333], [-0.0147, 0.5836, 0.3655], [-2.6595, 0.2968, 0.8864], [-1.0517, -2.1667, 0.7592], [0.7312, -1.0876, -0.4908], [-0.7585, -0.4478, 2.3229], [2.1482, 0.0327, -1.7823], [1.2950, 1.4413, -1.8726], [-0.3886, 1.4224, 0.5451]], "forces_ev_per_angstrom": [[0.17, -0.81, -0.10], [2.88, 2.72, 0.23], [1.34, -0.85, -0.77], [-1.21, -5.84, 1.76], [-0.31, -0.64, 0.54], [-0.31, -0.49, -0.24], [0.15, 0.52, 0.36], [-1.43, -0.11, -1.26], [0.06, -0.42, -0.65], [-0.31, 1.76, 0.02], [-1.04, 4.16, 0.10]], "total_charge": 1, "spin_multiplicity": 1, "homo_lumo_gap_ev": 10.67, "e_homo_ev": -15.16, "lumo_energy_ev": -4.49}

Please write out number 4 again, unchanged.
{"formula": "C2H5Cl2N2", "method": "the ωB97M-V functional and the def2-TZVPD basis", "elements": ["C", "C", "N", "N", "Cl", "Cl", "H", "H", "H", "H", "H"], "xyz": [[0.6685, 0.0155, -0.5242], [-1.2830, -0.6165, 1.3240], [1.3132, 0.5262, -1.5333], [-0.0147, 0.5836, 0.3655], [-2.6595, 0.2968, 0.8864], [-1.0517, -2.1667, 0.7592], [0.7312, -1.0876, -0.4908], [-0.7585, -0.4478, 2.3229], [2.1482, 0.0327, -1.7823], [1.2950, 1.4413, -1.8726], [-0.3886, 1.4224, 0.5451]], "forces_ev_per_angstrom": [[0.17, -0.81, -0.10], [2.88, 2.72, 0.23], [1.34, -0.85, -0.77], [-1.21, -5.84, 1.76], [-0.31, -0.64, 0.54], [-0.31, -0.49, -0.24], [0.15, 0.52, 0.36], [-1.43, -0.11, -1.26], [0.06, -0.42, -0.65], [-0.31, 1.76, 0.02], [-1.04, 4.16, 0.10]], "total_charge": 1, "spin_multiplicity": 1, "homo_lumo_gap_ev": 10.67, "e_homo_ev": -15.16, "lumo_energy_ev": -4.49}